Below is 2 unconnected molecules or ions with the total composition C6H16, with properties calculated with ωB97M-V/def2-TZVPD.

The calculation puts the LUMO energy (alpha / beta) at 0.15176 / 0.15179 Ha. The expectation value of S² is 0.75. As for the molar mass: 88.2 u. The energy relative to the best compared isomer or geometry (same formula, charge and spin) comes out at 0.1192 eV. Its spin multiplicity is 2. Its charge is -1.

Each line ends with the Löwdin spin population.
Cartesian coordinates (Å):
C -1.3757 -0.5163 -1.0393  0.051
C -2.5188 -0.7448 -0.0985  0.112
C -1.1206 -1.7485 -1.9122  0.188
H -1.4762 0.4060 -1.6136  0.010
H -0.4854 -0.3748 -0.4149  0.012
H -2.4393 -1.7090 0.4119  0.035
H -2.0684 -2.1843 -2.2431  0.023
H -3.5022 -0.7562 -0.5907  0.013
H -2.6316 0.0069 0.6926  0.025
H -0.5296 -1.5417 -2.8069  0.037
H -0.5973 -2.5346 -1.3629  0.058
C 1.4411 1.6062 0.7725  0.037
C 1.0909 1.0047 2.1520  0.102
C 2.4326 0.7187 0.0041  0.135
H 0.5495 1.7834 0.1751  0.004
H 1.9501 2.5584 0.9320  0.008
H 2.0009 1.0349 2.7524  0.017
H 1.9206 -0.0671 -0.5508  0.031
H 3.1325 1.3396 -0.5711  0.020
H 3.1581 0.1786 0.6233  0.026
H 0.3063 1.5664 2.6633  0.020
H 0.7625 -0.0265 2.0249  0.036